# 1
{
  "formula": "C22H47Cl4NO13",
  "method": "ωB97M-V with the def2-TZVPD basis set",
  "symbols": ["C", "C", "C", "O", "C", "N", "H", "H", "H", "H", "H", "H", "H", "H", "H", "H", "H", "C", "C", "O", "C", "O", "O", "C", "H", "H", "H", "H", "H", "H", "H", "H", "C", "C", "O", "C", "O", "O", "C", "H", "H", "H", "H", "H", "H", "H", "H", "C", "C", "O", "C", "O", "O", "C", "H", "H", "H", "H", "H", "H", "H", "H", "C", "C", "O", "C", "O", "O", "C", "H", "H", "H", "H", "H", "H", "H", "H", "C", "Cl", "Cl", "H", "H", "C", "Cl", "Cl", "H", "H"],
  "coordinates": [[-1.53435, 1.37757, -3.30916], [-0.96282, 1.00605, -1.92927], [-1.97711, 1.11276, -0.78918], [-2.54573, 2.43328, -0.98946], [-3.31995, 2.95168, 0.05571], [-0.38097, -0.27708, -2.10403], [-2.51779, 0.96040, -3.52580], [-0.86850, 1.20960, -4.15564], [-1.73140, 2.44839, -3.25793], [-0.07502, 1.62404, -1.79507], [-1.61999, 1.02030, 0.23650], [-2.86572, 0.49429, -0.91560], [-2.77922, 2.83358, 0.99473], [-4.20634, 2.31911, 0.10323], [-3.65576, 3.98606, -0.01782], [-1.16276, -0.89336, -1.93342], [-0.18611, -0.43129, -3.08298], [0.71568, 2.63629, 1.42642], [-0.21589, 3.04442, 2.46542], [-1.47278, 2.56024, 2.08702], [-2.49638, 2.93840, 2.80000], [-2.51479, 3.71562, 3.72950], [-3.55280, 2.33001, 2.27884], [-4.83574, 2.48367, 2.87491], [1.70208, 3.08692, 1.53624], [0.32494, 2.97829, 0.46807], [0.80764, 1.55116, 1.38019], [-0.20909, 4.10103, 2.73308], [-0.05971, 2.46871, 3.37771], [-5.51794, 1.74563, 2.45299], [-5.28869, 3.43721, 2.60341], [-4.84282, 2.16295, 3.91663], [3.38904, -0.12748, -2.83502], [2.01987, -0.82479, -2.89152], [1.68203, -1.13113, -4.21532], [0.46244, -0.94376, -4.66291], [-0.51818, -0.62908, -3.96179], [0.41575, -1.22655, -6.01538], [-0.85541, -1.24929, -6.66049], [3.36352, 0.37782, -1.86956], [3.54625, 0.58531, -3.64454], [4.14497, -0.91252, -2.85495], [1.19823, -0.25872, -2.45268], [2.16934, -1.72732, -2.29891], [-1.64490, -1.71738, -6.07255], [-0.81190, -1.72981, -7.63790], [-1.15507, -0.22812, -6.89611], [0.27591, -1.90175, -1.24887], [-0.22046, -3.31737, -1.57981], [-0.74293, -4.10220, -0.44296], [0.13352, -4.71577, 0.36088], [1.34606, -4.90478, 0.09550], [-0.46770, -5.12916, 1.47731], [0.19029, -5.71066, 2.64120], [0.90367, -1.44238, -2.01241], [0.76876, -1.87467, -0.27702], [-0.50022, -1.20018, -0.94302], [0.67065, -3.81330, -1.96461], [-1.05267, -3.15276, -2.26422], [0.60124, -4.91943, 3.26825], [1.05761, -6.33783, 2.43503], [-0.48394, -6.22490, 3.32609], [-0.49093, -2.61484, 6.00749], [-0.24666, -1.88629, 4.67628], [0.51728, -0.70387, 4.87624], [0.79779, 0.10461, 3.83065], [0.28510, 0.03902, 2.68194], [1.82979, 0.86596, 4.17762], [2.52649, 1.70342, 3.20438], [0.35024, -2.61133, 6.70068], [-0.87813, -3.62536, 5.87699], [-1.23181, -1.99266, 6.50959], [-1.16051, -1.45093, 4.27201], [0.11774, -2.49732, 3.85047], [2.55152, 2.76920, 3.43153], [2.21023, 1.55018, 2.17258], [3.57111, 1.39292, 3.18315], [4.30267, 2.44553, -2.20203], [4.19315, 2.61390, -3.94213], [5.66830, 1.47031, -1.67946], [4.45184, 3.38353, -1.66724], [3.44233, 1.87963, -1.84471], [1.30257, 0.47792, -0.25161], [2.31366, -0.96814, -0.42381], [1.96618, 1.71482, -1.27267], [0.29189, 0.23719, -0.58126], [1.27824, 0.77666, 0.79637]],
  "orbital_gap_ev": 6.55,
  "e_homo_ev": -6.1,
  "charge": 0,
  "e_above_lowest_ev": 24.2278
}

=====

# 2
{
  "formula": "C6H10N",
  "method": "ωB97M-V with the def2-TZVPD basis set",
  "symbols": ["C", "C", "C", "C", "C", "C", "N", "H", "H", "H", "H", "H", "H", "H", "H", "H", "H"],
  "coordinates": [[-0.42629, -2.04887, -2.41427], [0.30541, -1.16703, -1.82064], [1.05963, -0.28681, -1.23562], [-0.05234, 1.23464, 0.95458], [0.44498, 2.45610, 0.47956], [-0.93110, -0.88712, 1.99900], [-0.49293, 0.29887, 1.45958], [-0.00946, -2.64745, -3.20801], [1.69281, -0.54735, -0.40149], [1.17780, 0.69954, -1.65436], [0.02647, 3.27783, 1.06715], [0.17266, 2.59552, -0.56941], [1.53282, 2.46824, 0.57132], [-0.13445, -1.31302, 2.61005], [-1.80519, -0.68544, 2.62298], [-1.19258, -1.58258, 1.19871], [-1.45899, -2.22815, -2.17100]],
  "orbital_gap_ev": 9.92,
  "e_homo_ev": -13.5,
  "charge": 1,
  "e_above_lowest_ev": 1.8099
}

=====

# 3
{
  "formula": "C17H23N2Os",
  "method": "ωB97M-V with the def2-TZVPD basis set",
  "symbols": ["C", "C", "C", "C", "H", "H", "H", "H", "H", "H", "H", "H", "H", "C", "C", "C", "H", "C", "C", "H", "H", "H", "H", "C", "C", "C", "H", "C", "C", "H", "H", "H", "H", "Os", "N", "C", "C", "C", "N", "H", "H", "H", "H"],
  "coordinates": [[-0.47212, 0.82499, -4.69975], [0.11066, 2.17345, -4.58130], [0.36492, -0.29683, -5.15273], [-1.93650, 0.67091, -4.63164], [0.44086, -0.35716, -6.25308], [-0.04196, -1.26123, -4.81783], [1.39337, -0.20012, -4.77782], [0.10966, 2.72217, -5.53961], [1.15345, 2.13096, -4.24140], [-0.46266, 2.78258, -3.86944], [-2.42788, 0.84352, -5.60532], [-2.37068, 1.39458, -3.92874], [-2.21978, -0.33960, -4.31144], [2.11261, -0.15600, 0.90216], [2.07467, -0.94158, -0.28168], [1.74105, -0.08438, -1.37663], [2.28616, -1.99060, -0.34261], [1.64976, 1.23873, -0.87352], [1.85978, 1.18745, 0.52371], [1.86713, 2.04506, 1.18963], [2.26532, -0.52931, 1.90803], [1.62880, -0.36473, -2.41621], [1.46205, 2.13016, -1.48065], [-2.03805, -0.95424, 0.38996], [-1.01263, -1.85123, 0.81322], [-0.26265, -2.20756, -0.34524], [-0.84679, -2.24314, 1.80590], [-0.75525, -1.44101, -1.44856], [-1.86888, -0.68363, -0.98838], [-2.48056, -0.02307, -1.61380], [-2.82443, -0.55366, 1.01670], [0.50828, -2.94553, -0.37747], [-0.39640, -1.47458, -2.47626], [0.16112, -0.17352, -0.01152], [-1.38542, 0.01873, 3.40741], [-1.30697, 0.33437, 4.71756], [-0.13529, 1.06031, 4.87483], [0.43769, 1.15164, 3.59583], [-0.35171, 0.52900, 2.69762], [-2.13310, -0.52308, 2.96052], [-2.05862, 0.02313, 5.42341], [0.26395, 1.46735, 5.77273], [1.36212, 1.65033, 3.33481]],
  "orbital_gap_ev": [5.65, 6.38],
  "s_squared": 6.0159,
  "e_homo_ev": [-8.0, -11.9],
  "charge": 1,
  "spin_multiplicity": 5,
  "e_above_lowest_ev": 0.3753
}

=====

# 4
{
  "formula": "C3H10OSi",
  "method": "ωB97M-V with the def2-TZVPD basis set",
  "symbols": ["C", "C", "Si", "C", "O", "H", "H", "H", "H", "H", "H", "H", "H", "H", "H"],
  "coordinates": [[-1.49026, 0.37992, -0.08201], [-0.26613, -0.40204, 0.11791], [0.86225, -0.53196, -1.46959], [0.54299, 0.11297, 1.20226], [-0.12798, 0.06460, 2.42344], [-1.19826, 1.42761, -0.31624], [-2.14013, 0.05568, -1.08172], [-2.28301, 0.45215, 0.74290], [-0.58398, -1.51720, 0.31508], [2.05200, -1.30219, -1.11972], [1.35599, 0.77213, -1.77212], [0.08235, -1.00990, -2.65852], [0.85765, 1.05936, 0.81958], [1.46438, -0.34985, 1.40740], [0.46275, 0.35475, 3.27062]],
  "orbital_gap_ev": 10.90,
  "e_homo_ev": -10.1,
  "charge": 0,
  "e_above_lowest_ev": 2.3600
}